# C5H21NO4S2

A cluster of 5 separate species, C5H21NO4S2 in total in a non-equilibrium geometry (the ωB97M-V functional and the def2-TZVPD basis, the OMol25 dataset).

Geometry as XYZ:
```
33
Properties=species:S:1:pos:R:3:forces:R:3
C -0.462892 -1.878784 1.695818 1.0 0.7 1.1
C -1.656290 -2.045982 0.802241 -0.7 0.3 -0.8
S -1.519847 -3.451751 -0.372813 0.3 0.5 -0.5
C 0.871919 -1.629435 0.966488 -1.3 1.1 1.0
N 0.817296 -0.389046 0.144609 3.1 -2.8 -0.1
C 2.134574 -0.117832 -0.485351 -0.3 -0.4 0.5
C 2.282392 1.376353 -0.758703 -0.4 1.4 -1.1
S 2.907307 2.282784 0.692263 0.0 -0.3 -0.5
H -0.331182 -2.796084 2.314835 0.0 0.7 -0.3
H -0.591882 -0.974053 2.379062 -0.2 -1.3 -0.6
H -1.859646 -1.123079 0.215962 -0.1 -0.7 0.5
H -2.536257 -2.260222 1.423544 0.2 0.2 -0.3
H -1.276572 -2.752362 -1.537900 -0.2 -0.3 0.9
H 1.110000 -2.495584 0.363047 0.1 -0.3 -0.8
H 1.649851 -1.529348 1.721014 0.2 0.1 -0.2
H 0.051701 -0.435653 -0.510211 -0.7 0.5 -0.8
H 2.977466 -0.526303 0.144897 -1.1 0.5 -0.4
H 2.229248 -0.675118 -1.464324 -0.5 0.5 0.7
H 3.032992 1.540357 -1.588482 -0.8 0.0 1.0
H 1.272942 1.836251 -1.082322 1.6 -0.8 0.3
H 1.998843 1.854559 1.577772 -0.1 -0.1 0.0
H -3.443044 1.287549 -0.154175 -2.2 0.0 0.6
H -1.982240 1.366349 0.272864 0.1 0.0 0.7
O -2.581586 1.275551 -0.492214 1.5 -0.2 -1.1
H -0.917679 4.015365 -1.180152 -0.3 0.7 -0.2
H -1.480103 2.537750 -1.106283 0.5 1.1 -0.2
O -0.672480 3.112272 -1.031167 -0.1 -1.4 0.1
H -1.286660 -0.077522 -2.922747 0.1 0.3 -0.9
H -1.854425 0.110204 -1.531794 -0.6 0.2 0.0
O -1.378274 -0.520744 -2.090944 0.6 -0.5 0.7
H -0.119189 1.027877 1.133429 0.0 0.0 0.3
H -0.464846 2.418320 0.690358 0.3 1.3 -0.7
O -0.757407 1.739374 1.288724 0.0 -1.0 0.9
```
Forces are in eV/Å.

Calculated values
Molecular weight in u: 223.4
DFT total energy in eV: -36868.0485
Largest force on an atom in eV/A: 4.16
Charge: +1
2S+1: 2